The following is a quantum chemistry calculation of one molecule with the formula C3H5F3S in a non-equilibrium geometry, from the Open Molecules 2025 dataset.

The geometry in XYZ format:
```
12
Properties=species:S:1:pos:R:3
F -1.722 0.669 -1.771
C -1.305 0.182 -0.512
C 0.216 0.461 -0.156
S 1.268 -0.487 -1.257
C 0.502 0.028 1.218
F -0.099 -1.156 1.419
F -0.082 0.911 2.131
H -1.861 0.644 0.324
H -1.435 -0.887 -0.514
H 0.431 1.502 -0.097
H 1.611 -1.372 -0.315
H 1.615 0.058 1.397
```

The relative energy (zero: lowest compared OMol25 entry of this formula, charge and spin) is 25.26 kJ/mol. As for the net charge: 0. Its HOMO-LUMO gap is 10.5 eV. The value obtained for the energy is -22179.2265 eV. Its HOMO energy is -9.767 eV. As for the SMILES: FC[C@H](S)C(F)F.